Entry 1:
{
  "formula": "C37H30Br2F4N3O12P2Sc",
  "method": "ωB97M-V with the def2-TZVPD basis set",
  "species": ["Sc", "O", "C", "O", "C", "C", "C", "C", "C", "C", "O", "N", "O", "O", "N", "O", "O", "H", "H", "F", "C", "C", "F", "C", "F", "C", "P", "C", "C", "C", "C", "C", "C", "C", "C", "C", "C", "C", "C", "C", "Br", "C", "F", "H", "H", "H", "H", "H", "H", "H", "H", "H", "H", "C", "C", "O", "P", "O", "C", "C", "O", "C", "C", "H", "H", "H", "H", "H", "H", "H", "H", "H", "H", "H", "H", "H", "H", "H", "Br", "C", "C", "N", "C", "C", "C", "C", "O", "O", "H", "H", "H"],
  "coordinates": [[-0.83, 0.04, 1.11], [-1.25, 3.93, 0.51], [-1.30, 2.91, 1.17], [-0.49, 1.90, 1.02], [-2.33, 2.79, 2.27], [-2.91, 3.94, 2.76], [-3.77, 3.89, 3.85], [-3.98, 2.70, 4.52], [-3.45, 1.53, 4.02], [-2.69, 1.51, 2.81], [-2.36, 0.42, 2.20], [-3.62, 0.33, 4.83], [-3.28, -0.75, 4.38], [-4.09, 0.47, 5.95], [-4.43, 5.10, 4.31], [-4.25, 6.12, 3.67], [-5.13, 5.02, 5.31], [-2.69, 4.89, 2.29], [-4.57, 2.68, 5.42], [5.22, -4.31, -3.87], [4.37, -3.80, -3.00], [4.15, -4.42, -1.78], [4.81, -5.53, -1.47], [3.24, -3.88, -0.89], [3.09, -4.55, 0.26], [2.49, -2.74, -1.15], [1.13, -2.13, 0.02], [2.09, -2.43, 1.56], [1.84, -3.36, 2.56], [2.66, -3.41, 3.68], [3.71, -2.52, 3.82], [3.95, -1.57, 2.83], [3.13, -1.52, 1.72], [-0.04, -3.52, -0.29], [0.12, -4.82, 0.17], [-0.91, -5.74, 0.01], [-2.10, -5.38, -0.61], [-2.24, -4.09, -1.10], [-1.22, -3.17, -0.94], [2.77, -2.11, -2.37], [1.98, -0.48, -2.87], [3.68, -2.64, -3.28], [3.90, -2.03, -4.45], [1.02, -4.05, 2.47], [2.48, -4.15, 4.44], [4.34, -2.56, 4.70], [4.76, -0.86, 2.94], [3.30, -0.76, 0.95], [1.02, -5.14, 0.66], [-0.78, -6.75, 0.38], [-2.90, -6.10, -0.70], [-3.16, -3.81, -1.60], [-1.37, -2.16, -1.31], [-2.07, -0.23, -5.31], [-1.50, 0.67, -4.23], [-1.63, -0.01, -2.97], [-0.92, 0.50, -1.61], [-2.24, 0.41, -0.61], [-3.50, 1.06, -0.91], [-4.62, 0.19, -0.36], [-0.80, 2.05, -1.98], [0.42, 2.82, -1.87], [0.14, 4.20, -2.41], [-2.11, 0.32, -6.25], [-3.07, -0.55, -5.04], [-1.44, -1.11, -5.44], [-2.05, 1.61, -4.19], [-0.45, 0.89, -4.42], [-3.58, 1.17, -1.99], [-3.50, 2.05, -0.45], [-4.65, -0.76, -0.89], [-5.58, 0.69, -0.49], [-4.45, 0.00, 0.70], [1.20, 2.32, -2.46], [0.73, 2.86, -0.83], [-0.20, 4.14, -3.44], [1.04, 4.80, -2.36], [-0.63, 4.66, -1.79], [0.00, -1.74, 8.18], [-0.56, -2.36, 6.48], [-1.30, -3.53, 6.38], [-1.71, -4.01, 5.22], [-1.42, -3.34, 4.12], [-0.68, -2.16, 4.13], [-0.23, -1.66, 5.34], [-0.43, -1.43, 2.87], [-0.95, -1.87, 1.78], [0.24, -0.37, 2.83], [-1.58, -4.08, 7.27], [-1.79, -3.74, 3.18], [0.35, -0.75, 5.37]],
  "lowdin_charge": [0.866, 0.099, -0.518, -0.108, -0.030, 0.083, -0.129, 0.089, -0.033, -0.209, -0.092, -0.326, 0.100, 0.076, -0.357, 0.079, 0.078, 0.138, 0.134, 0.146, -0.138, -0.133, 0.141, -0.202, 0.097, -0.265, 1.120, -0.385, -0.098, -0.061, -0.070, -0.064, -0.101, -0.341, -0.082, -0.065, -0.074, -0.066, -0.101, -0.569, 0.885, -0.270, 0.078, 0.101, 0.113, 0.106, 0.107, 0.111, 0.090, 0.108, 0.106, 0.108, 0.061, -0.064, -0.286, -0.304, 0.762, -0.384, -0.214, -0.040, -0.292, -0.274, -0.059, 0.082, 0.080, 0.080, 0.118, 0.099, 0.117, 0.128, 0.083, 0.087, 0.076, 0.077, 0.102, 0.077, 0.085, 0.069, 0.756, -0.657, -0.167, 0.096, -0.070, -0.136, -0.037, -0.578, -0.104, -0.001, 0.107, 0.130, 0.128]
}

***

Entry 2:
{
  "formula": "C5H7NO",
  "method": "ωB97M-V with the def2-TZVPD basis set",
  "species": ["C", "C", "C", "N", "C", "C", "O", "H", "H", "H", "H", "H", "H", "H"],
  "coordinates": [[0.14, -0.51, -0.35], [-1.12, -0.24, -0.17], [-2.31, 0.55, -0.42], [-2.30, -0.68, 0.42], [1.43, -0.44, -0.23], [2.83, -0.63, -0.46], [2.30, 0.14, 0.65], [-2.72, 0.54, -1.42], [-2.49, 1.46, 0.15], [-2.71, -1.51, 0.00], [3.34, -0.04, -1.21], [3.33, -1.55, -0.16], [0.51, 1.42, 1.59], [-0.23, 1.49, 1.60]],
  "nbo_charge": [-0.116, 0.151, -0.272, -0.572, 0.225, -0.117, -0.465, 0.203, 0.209, 0.374, 0.192, 0.193, 0.018, -0.023],
  "smiles": "C(=C1CN1)=C1CO1.[H][H]"
}

***

Entry 3:
{
  "formula": "C6H7N",
  "method": "ωB97M-V with the def2-TZVPD basis set",
  "species": ["C", "C", "C", "C", "C", "C", "H", "H", "H", "H", "H", "H", "H", "N"],
  "coordinates": [[-0.81, -1.44, 0.89], [0.47, -1.85, 0.27], [0.60, -0.37, -0.13], [1.08, 0.67, -0.86], [-0.85, 1.37, 0.15], [-0.68, -0.03, 0.36], [-1.73, -1.90, 0.76], [-0.62, -1.49, 2.07], [1.33, -2.32, 0.86], [0.44, -2.31, -0.77], [1.75, 0.58, -1.71], [0.31, 2.81, -1.02], [-1.60, 2.10, 0.32], [0.18, 1.78, -0.66]],
  "nbo_charge": [-0.387, -0.415, -0.077, -0.105, -0.061, -0.131, 0.217, 0.199, 0.223, 0.219, 0.211, 0.429, 0.206, -0.528]
}

***

Entry 4:
{
  "formula": "C12H19BiNO",
  "method": "ωB97M-V with the def2-TZVPD basis set",
  "species": ["C", "C", "C", "C", "C", "Bi", "C", "C", "C", "N", "H", "H", "H", "H", "H", "H", "H", "H", "H", "H", "C", "C", "C", "C", "O", "H", "H", "H", "H", "H", "H", "H", "H", "H"],
  "coordinates": [[-0.64, -1.58, -2.81], [-0.25, -0.23, -3.18], [-1.11, 0.70, -2.46], [-2.04, -0.10, -1.65], [-1.73, -1.50, -1.87], [0.38, -0.30, -0.58], [2.53, -0.96, -1.01], [2.10, -2.33, -0.52], [2.64, -3.47, -1.11], [1.03, -2.32, 0.34], [-1.03, 1.77, -2.44], [0.62, 0.04, -3.74], [-2.80, 0.29, -1.00], [-2.23, -2.32, -1.41], [-0.14, -2.48, -3.11], [2.74, -0.78, -2.07], [0.60, -3.22, 0.59], [2.84, -0.20, -0.31], [3.45, -3.31, -1.84], [2.21, -4.42, -0.78], [0.55, 2.75, 1.98], [-0.59, 1.72, 1.99], [-0.62, 0.87, 3.27], [-1.95, 2.32, 1.62], [-0.31, 0.78, 1.03], [0.36, 3.48, 2.77], [0.59, 3.24, 0.99], [1.51, 2.23, 2.13], [-0.86, 1.52, 4.11], [-1.38, 0.07, 3.14], [0.35, 0.38, 3.39], [-1.88, 2.81, 0.63], [-2.69, 1.50, 1.52], [-2.24, 3.03, 2.40]],
  "nbo_charge": [-0.346, -0.364, -0.394, -0.364, -0.326, 1.809, -0.956, 0.182, -0.705, -0.987, 0.214, 0.214, 0.216, 0.214, 0.229, 0.219, 0.363, 0.199, 0.192, 0.173, -0.621, 0.264, -0.615, -0.619, -0.993, 0.187, 0.203, 0.210, 0.175, 0.212, 0.215, 0.207, 0.212, 0.184],
  "charge": -1
}

***

| no. | LUMO level (eV) | F_max (eV Å⁻¹) |
| --- | --- | --- |
| 1 | -0.4 | 1.608 |
| 2 | 0.9 | 0.409 |
| 3 | 1.1 | 5.426 |
| 4 | 3.1 | 2.756 |